No. 1
{
  "formula": "C3H5NS3",
  "method": "the ωB97M-V functional and the def2-TZVPD basis",
  "species": ["C", "C", "C", "H", "H", "H", "H", "H", "N", "S", "S", "S"],
  "coordinates": [[-0.06817, 0.16224, -0.60972], [-0.06301, 1.36388, 0.39876], [-0.00620, -1.22092, 0.20469], [0.86546, -0.70693, -2.64834], [-1.09440, 0.38185, -0.99841], [0.91651, 1.36879, 1.00908], [-0.50803, 2.33048, 0.06797], [-0.30984, -1.57489, 2.09905], [-0.54232, -0.94351, 1.36835], [1.19390, 0.58721, -1.91968], [-1.37704, 0.57152, 1.58938], [0.99314, -2.31973, -0.56115]],
  "forces_ev_per_angstrom": [[-0.93, 2.27, -0.30], [0.09, -1.93, 2.13], [2.33, 2.95, -3.77], [0.89, 2.59, 1.29], [0.68, -1.12, -0.44], [-1.53, 0.62, -1.06], [0.77, -0.82, 0.08], [-0.35, -0.30, 1.03], [-0.56, -0.62, 0.42], [-1.75, -3.22, -0.59], [1.58, 0.14, -0.49], [-1.21, -0.56, 1.69]],
  "homo_ev": -8.41,
  "smiles": "S=C1NSC[C@H]1S",
  "orbital_gap_ev": 8.627,
  "lumo_ev": 0.22
}

No. 2
{
  "formula": "C3H5NS4",
  "method": "the ωB97M-V functional and the def2-TZVPD basis",
  "species": ["C", "C", "C", "H", "H", "H", "H", "H", "N", "S", "S", "S", "S"],
  "coordinates": [[-0.00807, -0.63296, 1.09908], [-1.78507, 0.08232, -0.86293], [0.81543, 0.39882, -1.43681], [2.47957, -0.12702, 2.35177], [-1.66972, 1.10846, -0.51031], [-2.75451, -0.05948, -1.29802], [1.61185, 0.36396, -2.13062], [0.64603, 1.47320, -1.23427], [0.11432, -0.63273, 2.35996], [1.51697, -0.35037, 3.29369], [-1.68807, -0.99339, 0.53979], [-0.67727, -0.24181, -2.22657], [1.39855, -0.38901, 0.05523]],
  "forces_ev_per_angstrom": [[-0.34, 0.42, 0.35], [0.31, 0.48, -0.25], [-1.48, 1.15, 0.38], [-0.33, -0.05, 0.25], [-0.14, 0.07, -0.27], [-0.70, 0.08, 0.04], [0.89, -0.30, -0.75], [0.03, -0.47, -0.01], [0.46, 0.02, 0.46], [-0.39, -0.18, -0.83], [0.85, -0.53, 0.54], [0.65, -0.10, -0.03], [0.19, -0.58, 0.13]],
  "homo_ev": -8.62,
  "smiles": "SN=C1SCSCS1",
  "orbital_gap_ev": 8.992,
  "lumo_ev": 0.37
}

No. 3
{
  "formula": "C3H5NSSi",
  "method": "the ωB97M-V functional and the def2-TZVPD basis",
  "species": ["C", "C", "C", "N", "Si", "S", "H", "H", "H", "H", "H"],
  "coordinates": [[1.11936, 0.10849, 1.45910], [-0.26932, -1.98924, 1.76879], [0.35907, 0.45300, 0.45246], [-1.04440, -1.74551, 0.82437], [-0.11350, 0.75470, -1.34003], [1.04893, -1.24132, 2.58834], [1.87225, 0.72437, 2.00479], [-0.32911, -2.92614, 2.25505], [0.09601, 2.21927, -1.25125], [-1.50509, 0.27371, -1.45460], [0.97681, 0.06343, -2.06319]],
  "forces_ev_per_angstrom": [[0.16, 1.54, 0.56], [-1.59, -0.67, -1.24], [-0.20, -2.86, 0.99], [2.29, 2.09, 0.32], [0.44, 0.18, 1.87], [0.15, 0.77, -0.62], [-0.26, 0.20, -1.12], [-0.56, -1.59, 0.78], [-0.27, 0.05, -0.83], [0.24, 0.21, -0.43], [-0.39, 0.08, -0.30]],
  "homo_ev": [-8.12, -8.15],
  "orbital_gap_ev": [7.145, 7.185],
  "lumo_ev": [-0.97, -0.97]
}

No. 4
{
  "formula": "C3H5O2S2",
  "method": "the ωB97M-V functional and the def2-TZVPD basis",
  "species": ["C", "C", "O", "O", "C", "S", "S", "H", "H", "H", "H", "H"],
  "coordinates": [[0.43876, -0.15407, 1.36087], [-0.82831, 0.05182, 2.27898], [-0.86507, 1.15684, 2.88725], [-1.70779, -0.83021, 2.29158], [0.03622, -0.90353, 0.13035], [0.92750, -0.73516, -1.49310], [0.56055, 1.06582, -2.37790], [0.66331, 0.90909, 1.23608], [1.25062, -0.62786, 1.92391], [-0.02958, -1.98036, 0.28433], [-1.02745, -0.67654, 0.00106], [-0.75617, 1.22773, -2.14963]],
  "forces_ev_per_angstrom": [[-0.18, 0.85, 0.91], [-0.36, 0.75, 0.79], [0.41, -0.62, -0.34], [0.13, -0.54, -0.29], [-0.83, 0.39, -0.53], [-0.17, -1.13, 0.63], [-0.08, 0.81, 0.35], [0.54, -0.31, -0.66], [-0.10, 0.06, -0.10], [0.52, -0.13, -0.06], [0.15, 0.16, -0.58], [-0.03, -0.28, -0.13]],
  "homo_ev": -4.21,
  "smiles": "O=C([O-])CCSS",
  "charge": -1,
  "orbital_gap_ev": 7.131,
  "lumo_ev": 2.92
}